[1]
Computed, not measured: a molecular structure, C39H55BBr5ClCsFKN9O6S, with the ωB97M-V functional and the def2-TZVPD basis.

XYZ file:
```
120
Properties=species:S:1:pos:R:3
C 1.385 4.374 0.409
C 0.233 3.791 -0.412
B 0.612 3.420 -1.897
O -0.283 3.535 -2.908
C 2.075 2.961 -2.333
C 2.607 3.698 -3.330
C 3.995 3.418 -3.799
C 4.765 4.159 -4.881
N 4.848 5.612 -4.538
C 4.598 2.370 -3.153
C 5.983 1.964 -3.484
C 6.289 1.155 -4.556
C 7.615 0.861 -4.779
C 8.576 1.375 -3.932
N 8.301 2.132 -2.877
C 7.018 2.403 -2.687
N 4.086 1.604 -2.180
N 2.788 1.942 -1.774
C 2.260 1.119 -0.724
C 1.258 0.012 -1.160
C 0.970 -0.049 -2.651
N -0.342 0.519 -2.920
C -1.486 -0.348 -2.652
C -2.679 0.490 -2.272
C -2.554 1.507 -1.341
C -3.601 2.310 -1.004
C -4.857 2.223 -1.569
C -4.983 1.149 -2.478
C -3.930 0.316 -2.800
O -4.111 -0.718 -3.705
H 1.111 4.429 1.455
H 1.689 5.352 0.061
H 2.256 3.726 0.363
H -0.630 4.450 -0.409
H -0.079 2.857 0.059
H -0.904 4.259 -2.755
H 1.985 4.474 -3.774
H 4.365 3.995 -5.890
H 5.794 3.845 -4.924
H 5.231 6.057 -5.368
H 3.906 5.915 -4.434
H 5.528 0.768 -5.210
H 7.915 0.236 -5.600
H 9.614 1.164 -4.120
H 6.777 3.046 -1.851
H 3.106 0.619 -0.264
H 1.838 1.737 0.057
H 1.634 -0.951 -0.830
H 0.331 0.156 -0.616
H 0.986 -1.097 -2.963
H 1.722 0.452 -3.245
H -0.408 0.767 -3.896
H -1.748 -0.950 -3.518
H -1.288 -1.052 -1.844
H -1.590 1.647 -0.882
H -3.465 3.097 -0.280
H -5.710 2.967 -1.285
H -5.940 0.981 -2.957
H -4.988 -1.078 -3.564
C -0.414 7.798 -1.636
Br 0.856 6.573 -2.558
Br -2.184 7.172 -1.832
Br 0.099 8.063 0.186
H -0.320 8.747 -2.143
Cl -6.642 4.154 -0.242
F -4.205 8.571 -1.223
Cs 2.015 6.030 -5.109
N 5.831 1.631 0.275
H 6.064 0.660 0.473
H 5.619 2.121 1.144
H 6.621 2.081 -0.192
H 5.004 1.662 -0.385
O -5.094 1.759 1.605
S -6.327 0.987 1.405
O -6.617 0.188 2.601
O -6.159 0.114 0.232
O -7.468 1.898 1.167
C -0.351 2.871 -9.883
C 0.458 3.503 -8.856
N 1.097 3.999 -8.047
H 0.292 2.484 -10.670
H -0.921 2.052 -9.450
H -1.037 3.600 -10.309
K -7.026 2.150 -3.354
C -2.841 -1.938 2.177
N -2.507 -3.172 2.917
C -1.389 -3.232 3.668
C -1.097 -4.347 4.410
C -1.970 -5.440 4.400
C -3.106 -5.359 3.590
C -3.348 -4.222 2.864
C -1.740 -6.629 5.233
C -2.727 -7.057 6.123
C -2.534 -8.185 6.879
N -1.398 -8.901 6.772
C -0.420 -8.504 5.932
C -0.561 -7.381 5.160
C -1.214 -10.137 7.561
H -2.040 -1.672 1.492
H -3.007 -1.147 2.906
H -3.763 -2.109 1.631
H -0.761 -2.354 3.667
H -0.206 -4.348 5.021
H -3.809 -6.177 3.525
H -4.220 -4.114 2.237
H -3.648 -6.508 6.242
H -3.275 -8.541 7.580
H 0.465 -9.123 5.896
H 0.238 -7.106 4.488
H -0.313 -10.045 8.160
H -1.130 -10.979 6.878
H -2.072 -10.275 8.209
Br -2.726 -7.155 10.769
C -1.446 -6.033 9.840
C -1.901 -4.603 9.710
Br -3.308 -4.421 8.375
H -1.288 -6.491 8.868
H -0.528 -6.084 10.420
H -1.076 -3.985 9.364
H -2.301 -4.192 10.629
```

The frontier orbital gap comes out at 1.2 eV. Its net charge is +2. The HOMO energy comes out at -8.0 eV. For the LUMO energy, the calculation gives -6.816 eV. As for the total energy: -16935.5610 a.u.

[2]
Computed, not measured: a molecular structure, C39H55BN10O2OsSSeSi2, with the ωB97M-V functional and the def2-TZVPD basis.

XYZ file:
```
112
Properties=species:S:1:pos:R:3
Os 0.368 -0.585 0.347
B 2.668 1.213 2.317
N 1.608 0.314 3.000
C 1.444 0.264 4.335
C 0.174 -0.194 4.614
C -0.405 -0.388 3.360
N 0.459 -0.068 2.393
N 3.151 0.605 0.960
C 4.345 0.913 0.418
C 4.338 0.543 -0.908
C 3.063 0.012 -1.110
N 2.356 0.028 0.031
H 2.208 2.334 2.097
H 3.624 1.236 3.042
H 2.241 0.577 4.988
H -0.271 -0.357 5.579
H -1.389 -0.752 3.123
H 5.100 1.398 1.015
H 5.126 0.662 -1.631
H 2.610 -0.368 -2.011
C -1.410 5.387 1.406
Si -0.063 4.241 2.046
C 1.359 5.255 2.714
C -0.802 3.105 3.318
C 0.608 3.256 0.560
Si 1.461 3.975 -0.979
C 3.263 4.112 -0.497
C 0.787 5.671 -1.378
C 1.212 2.809 -2.415
H -1.958 5.765 2.271
H -2.128 4.887 0.753
H -1.006 6.242 0.870
H 0.972 5.848 3.545
H 1.758 5.949 1.973
H 2.169 4.629 3.082
H -1.329 3.696 4.069
H -0.037 2.520 3.829
H -1.519 2.409 2.877
H 0.511 2.166 0.601
H 3.411 4.782 0.350
H 3.802 4.520 -1.354
H 3.693 3.143 -0.249
H 1.049 6.401 -0.611
H -0.297 5.672 -1.491
H 1.228 6.015 -2.315
H 1.931 1.990 -2.391
H 1.349 3.346 -3.354
H 0.212 2.371 -2.426
C -0.880 -4.050 -3.441
N 0.453 -3.908 -2.884
C 0.916 -2.800 -2.279
Se -0.060 -1.223 -2.050
N 2.169 -3.059 -1.859
C 2.519 -4.367 -2.163
C 3.671 -5.101 -1.923
C 3.674 -6.412 -2.364
C 2.569 -6.965 -3.020
C 1.423 -6.229 -3.264
C 1.420 -4.913 -2.822
H -1.103 -3.206 -4.089
H -1.615 -4.093 -2.637
H -0.916 -4.965 -4.024
H 2.733 -2.378 -1.375
H 4.528 -4.668 -1.424
H 4.551 -7.023 -2.204
H 2.615 -7.994 -3.350
H 0.580 -6.666 -3.780
C -1.568 -6.018 1.387
C -0.336 -5.933 0.485
C 0.467 -4.704 0.761
N 0.100 -3.526 0.411
N 0.986 -2.546 0.807
C 2.019 -3.014 1.458
N 3.078 -2.286 1.876
S 1.966 -4.734 1.645
H -2.103 -6.949 1.209
H -2.247 -5.189 1.186
H -1.286 -5.987 2.439
H -0.633 -5.902 -0.566
H 0.294 -6.814 0.610
H 3.005 -1.283 1.912
H 3.739 -2.709 2.504
C -2.766 5.141 -2.442
O -2.774 4.017 -1.558
C -2.812 2.777 -2.131
C -2.604 2.523 -3.476
C -2.733 1.226 -3.953
C -3.068 0.187 -3.103
C -3.263 0.428 -1.752
C -3.128 1.717 -1.262
N -3.469 2.126 0.053
C -3.854 1.468 1.123
C -3.775 0.090 1.428
C -4.801 -0.435 2.256
C -4.846 -1.765 2.569
C -3.823 -2.610 2.094
C -2.769 -2.125 1.361
C -2.687 -0.752 1.035
O -1.659 -0.287 0.428
H -2.884 6.020 -1.814
H -3.596 5.077 -3.146
H -1.820 5.200 -2.980
H -2.359 3.327 -4.155
H -2.581 1.037 -5.007
H -3.188 -0.816 -3.486
H -3.547 -0.382 -1.101
H -3.586 3.133 0.090
H -4.332 2.105 1.863
H -5.581 0.232 2.604
H -5.651 -2.162 3.169
H -3.855 -3.666 2.332
H -1.963 -2.769 1.022
```

The frontier orbital gap comes out at 3.9 eV. Its net charge is +2. The HOMO energy comes out at -11.5 eV. The calculation puts the energy relative to the best compared isomer or geometry (same formula, charge and spin) at 276.65 kJ/mol. For the LUMO energy, the calculation gives -7.609 eV. As for the total energy: -5710.8668 a.u.

[3]
Computed, not measured: a molecular structure, C39H55Cl2N4O8Rb, with the ωB97M-V functional and the def2-TZVPD basis.

XYZ file:
```
109
Properties=species:S:1:pos:R:3
C 0.288 0.343 4.509
C 0.030 0.592 3.365
C -0.210 0.968 1.955
C -0.099 -0.337 1.146
C -0.743 -0.259 -0.226
N -0.868 -1.580 -0.859
C -1.532 -1.441 -2.180
C -0.505 -1.371 -3.315
C -1.630 -2.432 -0.016
C -3.073 -2.053 0.301
O -1.189 -3.440 0.471
O -1.456 1.635 1.892
C -1.385 2.628 0.828
C -2.515 3.607 0.984
C -2.451 4.708 -0.092
C -3.832 5.310 -0.364
O -2.021 4.053 -1.289
C -1.108 4.797 -2.081
C -0.783 3.966 -3.298
C -1.491 4.130 -4.472
C -1.207 3.333 -5.567
C -0.222 2.374 -5.467
C 0.496 2.214 -4.299
C 0.215 3.008 -3.202
C 0.024 3.196 0.938
C 0.841 2.061 1.569
O 1.923 1.617 0.813
C 3.194 1.710 1.459
C 4.223 1.147 0.524
N 4.318 1.949 -0.673
C 5.460 1.698 -1.538
C 5.348 0.570 -2.601
C 4.195 -0.407 -2.404
O 5.317 1.130 -3.909
H 0.533 -0.017 5.477
H -0.536 -1.134 1.749
H 0.960 -0.576 1.061
H -0.116 0.349 -0.880
H -1.718 0.230 -0.139
H -2.185 -2.294 -2.364
H -2.177 -0.557 -2.194
H 0.490 -1.155 -2.939
H -0.785 -0.608 -4.039
H -0.488 -2.313 -3.856
H -3.204 -0.974 0.227
H -3.353 -2.421 1.278
H -3.713 -2.509 -0.455
H -1.463 2.050 -0.085
H -2.518 4.016 1.993
H -3.445 3.068 0.798
H -1.753 5.497 0.192
H -4.052 6.166 0.268
H -3.840 5.637 -1.403
H -4.597 4.542 -0.279
H -1.550 5.747 -2.396
H -0.177 4.978 -1.539
H -2.264 4.886 -4.496
H -1.761 3.465 -6.485
H 0.011 1.738 -6.310
H 1.274 1.467 -4.219
H 0.756 2.909 -2.270
H 0.461 3.472 -0.016
H 0.003 4.064 1.594
H 1.201 2.451 2.521
H 3.421 2.761 1.647
H 3.189 1.134 2.387
H 4.020 0.081 0.340
H 5.185 1.182 1.039
H 3.449 1.940 -1.187
H 6.332 1.527 -0.909
H 5.669 2.610 -2.095
H 6.265 -0.018 -2.548
H 4.099 -0.986 -3.321
H 4.407 -1.094 -1.589
H 3.238 0.092 -2.249
H 4.389 1.248 -4.148
Rb -4.518 -2.559 2.737
C 5.642 3.384 -6.446
N 4.434 4.219 -6.192
O 4.520 5.419 -6.189
O 3.386 3.607 -5.976
H 6.524 4.017 -6.632
H 5.761 2.774 -5.556
H 5.426 2.771 -7.316
N 1.599 -6.810 1.315
C 0.492 -6.081 1.440
C -0.515 -6.376 2.348
C -0.365 -7.485 3.166
C 0.781 -8.252 3.045
C 1.730 -7.871 2.108
H 0.411 -5.224 0.782
H -1.400 -5.757 2.421
H -1.130 -7.749 3.887
H 0.939 -9.126 3.662
H 2.643 -8.442 1.982
Cl -6.559 -5.281 5.307
C -6.315 -5.502 7.011
C -5.036 -5.621 7.535
Cl -3.635 -5.534 6.519
C -4.864 -5.807 8.898
C -5.969 -5.872 9.731
C -7.247 -5.748 9.204
C -7.421 -5.563 7.843
H -3.867 -5.900 9.303
H -5.830 -6.019 10.793
H -8.111 -5.796 9.852
H -8.413 -5.468 7.424
O 7.834 5.307 -7.549
H 7.862 6.268 -7.520
```

The frontier orbital gap comes out at 0.8 eV. Its net charge is 0. The HOMO energy comes out at -3.4 eV. For the LUMO energy, the calculation gives -2.617 eV. As for the total energy: -3284.0740 a.u.

[4]
Computed, not measured: a molecular structure, C39H55N5O5PTi, with the ωB97M-V functional and the def2-TZVPD basis.

XYZ file:
```
106
Properties=species:S:1:pos:R:3
Ti 0.898 -0.822 1.384
C 3.037 -3.075 -1.744
C 1.897 -3.577 -0.869
C 0.592 -3.680 -1.686
C -0.124 -2.443 -2.303
C 0.340 -2.084 -3.712
C -1.619 -2.746 -2.342
N 0.193 -1.205 -1.431
C -0.934 -0.229 -1.176
C -0.895 1.323 1.261
N 0.128 0.845 2.286
C 1.316 1.771 2.294
C 2.200 1.416 1.111
O 3.290 1.788 0.883
O 1.529 0.444 0.347
C -0.508 0.725 3.665
C 0.519 0.585 4.792
C -1.609 -0.345 3.694
C -1.322 -1.826 3.381
C -0.338 -2.496 4.332
C -2.670 -2.548 3.445
N -0.818 -1.908 1.911
C -0.575 -3.305 1.403
C 0.893 -3.727 1.401
N 1.770 -2.885 0.512
C 3.146 -2.839 1.110
C 3.158 -2.168 2.464
O 3.860 -2.384 3.374
O 2.139 -1.188 2.508
H 3.139 -3.796 -2.557
H 4.002 -3.041 -1.249
H 2.848 -2.102 -2.184
H 2.132 -4.612 -0.604
H -0.138 -4.261 -1.123
H 0.851 -4.320 -2.531
H 0.163 -2.929 -4.376
H 1.399 -1.833 -3.756
H -0.231 -1.233 -4.096
H -1.749 -3.640 -2.952
H -2.198 -1.955 -2.814
H -2.049 -2.963 -1.362
H 0.564 -1.597 -0.559
H 1.035 -0.695 -1.817
H -1.617 -0.717 -0.483
H -1.458 -0.111 -2.118
H -1.742 0.644 1.285
H -1.253 2.282 1.615
H 1.927 1.641 3.184
H 1.016 2.820 2.232
H -1.025 1.677 3.813
H 1.349 -0.078 4.556
H 0.020 0.190 5.676
H 0.927 1.553 5.079
H -2.445 -0.027 3.067
H -2.005 -0.323 4.710
H -0.642 -2.281 5.356
H 0.689 -2.153 4.221
H -0.362 -3.582 4.224
H -3.122 -2.363 4.420
H -2.581 -3.629 3.348
H -3.368 -2.177 2.689
H -1.631 -1.561 1.402
H -0.985 -3.360 0.398
H -1.124 -4.027 2.003
H 0.924 -4.775 1.096
H 1.280 -3.694 2.420
H 3.790 -2.233 0.474
H 3.578 -3.836 1.203
O 3.578 -0.377 -1.667
N 2.379 0.085 -2.167
C 2.355 1.215 -2.742
C 1.089 1.691 -3.343
C 1.210 1.965 -4.707
C 0.113 2.281 -5.487
C -1.130 2.311 -4.879
C -1.244 2.084 -3.513
C -0.147 1.808 -2.685
P -0.640 1.720 -0.784
C -2.399 2.228 -0.873
C -3.457 1.360 -0.595
C -4.775 1.789 -0.682
C -5.059 3.094 -1.056
C -4.018 3.963 -1.352
C -2.704 3.535 -1.266
C 0.237 3.299 -0.295
C -0.341 4.178 0.639
C 0.298 5.345 1.012
C 1.543 5.671 0.479
C 2.119 4.829 -0.453
C 1.465 3.662 -0.837
H 4.250 0.322 -1.740
H 3.271 1.788 -2.905
H 2.190 1.897 -5.166
H 0.227 2.487 -6.543
H -2.020 2.535 -5.453
H -2.242 2.151 -3.100
H -3.298 0.327 -0.312
H -5.579 1.099 -0.464
H -6.085 3.428 -1.128
H -4.227 4.978 -1.661
H -1.913 4.220 -1.540
H -1.328 4.002 1.043
H -0.183 6.014 1.714
H 2.043 6.581 0.780
H 3.076 5.077 -0.894
H 1.945 3.035 -1.568
```

The frontier orbital gap comes out at 6.2 eV. Its net charge is +3. The HOMO energy comes out at -16.2 eV. The calculation puts the energy relative to the best compared isomer or geometry (same formula, charge and spin) at 0.00 kJ/mol. For the LUMO energy, the calculation gives -10.052 eV. As for the total energy: -3358.9196 a.u.